#P
{"formula": "H28O18S", "method": "ωB97M-V with the def2-TZVPD basis set", "species": ["S", "O", "O", "O", "O", "O", "H", "H", "O", "H", "H", "O", "H", "H", "O", "H", "H", "O", "H", "H", "O", "H", "H", "O", "H", "H", "O", "H", "H", "O", "H", "H", "O", "H", "H", "O", "H", "H", "O", "H", "H", "O", "H", "H", "O", "H", "H"], "positions_angstrom": [[6.34, 16.72, -14.70], [7.23, 16.41, -13.64], [5.27, 15.79, -14.67], [5.83, 18.04, -14.65], [6.94, 16.59, -16.03], [3.69, 14.77, -12.95], [2.99, 15.32, -12.61], [4.12, 15.21, -13.70], [5.07, 20.30, -13.58], [5.29, 19.40, -13.92], [5.34, 20.36, -12.62], [5.18, 16.54, -17.91], [4.48, 17.11, -17.54], [5.95, 16.53, -17.35], [5.59, 19.85, -16.41], [5.68, 19.14, -15.75], [5.49, 20.72, -15.93], [9.07, 14.42, -13.07], [8.59, 15.18, -13.41], [9.04, 13.81, -13.83], [2.88, 15.59, -15.87], [3.81, 15.66, -15.57], [2.73, 16.40, -16.39], [3.34, 17.72, -13.81], [4.11, 18.00, -14.33], [3.79, 17.53, -12.95], [9.65, 17.24, -13.81], [8.69, 17.03, -13.83], [9.84, 17.40, -12.85], [8.01, 16.36, -11.18], [7.59, 16.39, -12.04], [8.13, 15.46, -10.91], [8.53, 18.62, -16.33], [8.12, 19.27, -16.86], [7.85, 17.91, -16.29], [5.29, 13.55, -15.96], [5.22, 14.42, -15.48], [4.69, 13.62, -16.75], [7.40, 14.72, -17.55], [7.18, 15.37, -16.78], [7.08, 13.83, -17.44], [9.86, 15.70, -16.16], [9.87, 16.53, -15.69], [10.61, 15.23, -15.71], [6.24, 13.92, -12.28], [6.34, 14.68, -12.88], [6.96, 13.38, -12.68]], "charge": -2, "lumo_energy_ev": 5.05, "homo_energy_ev": -3.69}

#Q
{"formula": "H28O18S", "method": "ωB97M-V with the def2-TZVPD basis set", "species": ["S", "O", "O", "O", "O", "O", "H", "H", "O", "H", "H", "O", "H", "H", "O", "H", "H", "O", "H", "H", "O", "H", "H", "O", "H", "H", "O", "H", "H", "O", "H", "H", "O", "H", "H", "O", "H", "H", "O", "H", "H", "O", "H", "H", "O", "H", "H"], "positions_angstrom": [[1.48, 2.98, 71.90], [1.38, 1.82, 72.80], [2.64, 2.86, 71.03], [0.25, 3.10, 71.15], [1.61, 4.13, 72.71], [-0.45, 1.68, 74.22], [0.01, 1.92, 73.32], [-1.05, 1.07, 73.86], [-0.32, 3.24, 68.56], [-0.04, 2.98, 69.35], [-1.31, 3.53, 68.64], [-0.87, 5.42, 70.60], [-0.50, 4.58, 70.75], [-0.15, 5.94, 70.78], [3.31, 1.63, 74.06], [2.43, 1.94, 73.42], [3.24, 0.74, 74.04], [-0.36, 5.15, 74.09], [0.41, 4.76, 73.60], [-1.06, 5.05, 73.55], [4.02, 4.94, 73.16], [4.56, 4.20, 73.16], [3.08, 4.84, 72.75], [4.81, 2.29, 72.32], [4.23, 2.56, 71.70], [4.20, 1.87, 73.04], [2.57, 5.03, 75.67], [2.19, 5.24, 74.85], [3.21, 5.64, 75.89], [-1.79, 1.57, 70.86], [-1.13, 2.08, 71.18], [-2.39, 2.12, 70.27], [1.61, -0.37, 72.44], [1.38, -0.61, 73.25], [1.28, 0.63, 72.53], [4.37, 4.01, 69.46], [3.60, 3.72, 69.82], [4.58, 4.87, 69.74], [0.44, -0.73, 75.18], [0.10, 0.21, 74.98], [-0.21, -0.91, 75.77], [1.45, 6.48, 71.33], [1.46, 7.20, 71.91], [1.44, 5.68, 72.03], [3.38, 0.46, 69.97], [3.03, 1.36, 70.32], [2.73, 0.52, 69.29]], "charge": -2, "lumo_energy_ev": 4.89, "homo_energy_ev": -3.48}

The most stable of them is #P.